Record 1
28
Properties=species:S:1:pos:R:3:mulliken_charge:R:1 method="wB97M-V/def2-TZVPD" total_charge=+1 lumo_energy_ev="-3.15 / -8.22" spin_multiplicity=2 orbital_gap_ev="11.586 / 6.475"
C -0.7350 -2.4249 -0.1686 -0.9100
N -0.3797 -1.0918 0.0806 0.1781
C -0.0654 -0.2547 -1.1342 0.2049
C 0.6244 1.0368 -0.6855 -1.0383
C 1.6245 0.8116 0.4707 0.5318
C 1.5002 1.8860 1.5337 -1.5077
C -1.3335 0.0590 -1.9686 -1.1836
H 0.0917 -2.9127 -0.6821 0.4342
H -1.5002 -2.6734 -0.9592 0.3358
H -1.1318 -2.9881 0.6713 0.3895
H -1.0271 -0.5763 0.6824 0.2792
H 0.5274 -0.9160 -1.7533 0.4427
H 1.1885 1.4730 -1.5183 0.4465
H -0.1105 1.7926 -0.3720 0.3305
H 1.7011 -0.0818 1.1220 -0.5052
H 2.6077 0.8479 -0.0354 0.4201
H 0.4420 2.1652 1.7044 0.3413
H 1.9629 2.8263 1.2211 0.3563
H 1.7851 1.5510 2.5196 0.3846
H -2.1351 0.5196 -1.4274 0.2021
H -1.6999 -0.9536 -2.1879 0.3943
H -1.0298 0.6697 -2.8114 0.3844
H 1.5419 -2.9181 1.9026 0.2970
H 1.7000 -1.4690 1.3132 0.3852
O 2.0733 -2.1168 1.9235 -0.6435
H -3.0445 1.2163 0.2764 0.3124
H -2.5884 2.5035 -0.2779 0.3464
O -2.5898 2.0187 0.5601 -0.6089



Record 2
31
Properties=species:S:1:pos:R:3:mulliken_charge:R:1 method="wB97M-V/def2-TZVPD" total_charge=+1 lumo_energy_ev=-2.95 orbital_gap_ev=9.399
Rb -0.5328 0.9369 -2.1844 0.8520
C 3.5417 -1.3971 3.0448 -0.7369
O 2.4194 -1.6249 2.2230 -0.3390
C 2.6245 -1.3389 0.8569 -0.6552
C 1.3090 -1.6264 0.1475 -0.6975
N 0.3433 -0.5464 0.5166 -0.2338
C -1.0574 -1.0350 0.4977 -0.9042
C -2.1399 -0.0435 0.9390 -0.6257
O -1.9178 1.0339 0.0134 -0.1244
C -2.2737 2.3002 0.5245 -0.8088
H 3.7305 -0.3346 3.2392 0.2965
H 4.4754 -1.8066 2.6367 0.3054
H 3.3410 -1.9286 3.9768 0.2481
H 3.4324 -1.9788 0.4739 0.5026
H 2.9188 -0.2874 0.7159 0.3023
H 0.9267 -2.5663 0.5702 0.3172
H 1.4003 -1.7938 -0.9263 0.4300
H 0.5900 -0.5183 1.5083 0.2976
H -1.0303 -1.9592 1.0932 0.5636
H -1.4845 -1.4234 -0.4365 0.3512
H -1.8158 0.3601 1.9042 0.3833
H -3.1724 -0.3680 0.8389 0.3445
H -3.3441 2.4317 0.7043 0.3108
H -1.8764 3.0920 -0.1095 0.2214
H -1.8078 2.4626 1.5053 0.3246
O -0.1690 2.9169 -4.1315 -0.6106
H 0.5509 2.9372 -4.7763 0.3139
H -0.0341 3.7069 -3.5929 0.3279
O -2.6125 0.1690 -3.7938 -0.5245
H -3.3634 -0.2337 -3.3381 0.2954
H -2.9718 0.4633 -4.6407 0.2725



Record 3
31
Properties=species:S:1:pos:R:3:mulliken_charge:R:1 method="wB97M-V/def2-TZVPD" total_charge=+1 lumo_energy_ev=-3.24 orbital_gap_ev=9.155
Rb 14.4084 5.3720 21.2605 0.8519
C 13.1429 6.6306 17.5390 -0.8333
O 13.8474 6.9337 18.7421 -0.2086
C 15.2038 7.2296 18.4228 -0.5701
C 16.0798 7.5183 19.6680 -0.7845
N 16.2983 6.3890 20.5690 -0.3385
C 16.9212 5.2199 19.9608 -0.6462
C 17.3622 4.2308 21.0309 -0.7235
O 16.2353 3.6873 21.7743 -0.2171
C 16.5393 2.5600 22.6372 -0.8684
H 13.5332 5.7275 17.0697 0.3464
H 13.1118 7.4498 16.8205 0.3502
H 12.1561 6.4126 17.9473 0.2132
H 15.2713 8.1020 17.7729 0.4143
H 15.6865 6.4535 17.8288 0.4158
H 15.6606 8.3460 20.2402 0.3596
H 17.0396 7.9267 19.3515 0.4040
H 16.8582 6.6906 21.3537 0.1541
H 17.8190 5.5571 19.4428 0.3771
H 16.2154 4.7640 19.2665 0.4056
H 18.1768 4.7081 21.5756 0.4170
H 17.8849 3.3512 20.6551 0.4536
H 16.9075 1.7109 22.0615 0.3304
H 15.5931 2.1950 23.0366 0.2699
H 17.2650 2.7986 23.4146 0.3165
O 12.5661 6.0115 22.0062 -0.5708
H 13.2521 6.5547 22.3942 0.3388
H 11.8670 6.0046 22.6599 0.3021
O 12.4846 4.6225 20.3536 -0.6391
H 12.4398 5.0759 21.1954 0.4529
H 11.6016 4.2779 20.2193 0.2268



Record 4
37
Properties=species:S:1:pos:R:3:mulliken_charge:R:1 method="wB97M-V/def2-TZVPD" total_charge=-3 lumo_energy_ev=6.32 orbital_gap_ev=2.645
O -0.1422 -0.3065 0.1039 -0.6447
V 0.1781 -0.9101 -1.3318 1.3000
O 1.4327 -1.8330 -1.0309 -0.8824
P -1.7084 -1.9839 -3.1141 0.8357
O -0.1530 -1.8944 -3.3235 -0.6741
O -2.3665 -0.8160 -3.8594 -0.8475
O -1.7012 -1.7771 -1.5202 -0.5356
O -2.3336 -3.3584 -3.3904 -0.9162
C 0.4022 3.1094 -1.8320 -0.5680
C 1.1407 1.9561 -2.5151 0.5632
C 2.4978 1.7555 -1.8298 -1.3856
O 0.4374 0.8074 -2.5545 -0.4320
H -0.4648 3.4146 -2.4227 0.3321
H 1.0621 3.9821 -1.7035 0.3942
H 0.0644 2.7549 -0.8545 -0.3998
H 1.3476 2.2013 -3.5857 0.1258
H 3.1949 2.6146 -1.9131 0.4523
H 3.0308 0.8810 -2.2147 0.3062
H 2.3893 1.5416 -0.7569 0.1011
C 1.7664 -2.1268 2.6097 -0.4484
O 1.0321 -1.5398 3.7044 -0.5136
H 2.8427 -2.1250 2.8171 0.3271
H 1.3959 -3.1436 2.4974 0.1842
H 1.6042 -1.6097 1.6648 0.1745
H 1.5822 -0.8524 4.0829 0.2590
C -2.8505 -1.8253 1.3877 -0.4547
O -2.7852 -3.1811 0.9338 -0.4530
H -3.0307 -1.2334 0.4868 0.1903
H -3.7539 -1.7548 2.0205 0.3220
H -1.9665 -1.3596 1.8256 0.0561
H -2.3032 -3.6648 1.6087 0.2693
C -0.6705 1.9909 2.2507 -0.1720
O 0.7414 1.7883 2.3059 -0.4154
H -1.1518 1.0159 2.2512 -0.0852
H -1.0741 2.6540 3.0249 0.3765
H -0.8668 2.4348 1.2709 0.0582
H 1.1803 2.3932 2.9058 0.1999



Record 5
35
Properties=species:S:1:pos:R:3:mulliken_charge:R:1 method="wB97M-V/def2-TZVPD" lumo_energy_ev=0.28 orbital_gap_ev=7.373
Hg -0.1420 -0.4093 -0.3652 1.6907
C 4.1362 -0.9694 0.7218 -1.1245
C 3.1756 -1.1396 -0.5161 -0.2417
O 2.2496 -0.0992 -0.4755 -0.7763
H 3.7396 -0.8468 1.7297 0.2196
H 4.8073 -0.1172 0.6145 0.2783
H 4.8058 -1.8281 0.7713 0.3780
H 2.6847 -2.1127 -0.5255 0.1800
H 3.7342 -1.2281 -1.4479 0.3216
C -3.2363 -1.7186 -0.2162 -0.8858
O -2.4640 -0.5952 0.1295 -0.7220
H -4.2527 -1.7253 0.1777 0.2955
H -3.4673 -1.8543 -1.2727 0.2594
H -2.7031 -2.6437 0.0030 0.2540
C -0.5222 0.8859 2.6203 -0.5726
C 0.3973 -0.2810 2.7810 -0.4173
O 0.2580 -1.2731 1.7490 -0.3827
O -0.3744 1.4772 1.3299 -0.5246
H -0.4249 1.7148 3.3214 0.4221
H -1.5537 0.5338 2.6112 0.2891
H 0.4078 -0.6617 3.8023 0.5023
H 1.4133 0.0967 2.6663 0.1481
H 0.1653 -2.1436 2.1429 0.1962
H -0.9508 2.2406 1.4120 0.2713
C -1.2107 2.2805 -1.9299 0.6796
O -0.4073 1.3574 -1.7741 -0.7046
N -0.8027 3.4930 -2.2657 -0.4379
N -2.5124 2.1189 -1.8963 -0.3712
H 0.0505 3.8368 -1.8485 0.2411
H -1.4147 4.1007 -2.7912 0.1516
H -3.1102 2.7794 -2.3721 0.1618
H -2.7338 1.1870 -1.5761 0.1989
O 0.0830 -1.9257 -2.1185 -0.4918
H -0.6186 -2.4905 -2.4425 0.2470
H 0.7934 -2.0393 -2.7499 0.2667



Record 6
34
Properties=species:S:1:pos:R:3:mulliken_charge:R:1 method="wB97M-V/def2-TZVPD" total_charge=-1 lumo_energy_ev=2.93 orbital_gap_ev=8.125
I -1.6801 0.5459 0.4327 -0.5473
O -3.1119 2.6674 1.6690 -0.6578
H -2.2968 3.1537 1.5451 0.3371
H -3.0546 1.9410 1.0483 0.2312
C 1.3368 -0.7517 -0.5163 -1.0462
C 2.6225 -1.6991 -0.5886 -0.6747
O 3.7389 -0.9303 -0.9021 -0.5190
O 1.0637 -0.0417 0.6743 -0.1836
H 0.4361 -1.3320 -0.7166 0.5395
H 1.1888 -0.0505 -1.3376 0.5318
H 2.3796 -2.3968 -1.3901 0.3096
H 2.8231 -2.2722 0.3165 0.2931
H 4.4542 -1.4345 -1.2967 0.2785
H 0.1570 0.2682 0.6146 0.2205
C 0.8315 0.7420 3.1556 -0.3150
C 1.1731 2.0450 2.5771 -0.5105
O 0.6934 2.2316 1.2418 -0.4598
O -0.5159 0.8249 3.4763 -0.5433
H 1.4811 0.6955 4.0296 0.3659
H 0.9647 -0.0930 2.4679 0.2496
H 2.2536 2.1730 2.6428 0.3877
H 0.8407 2.8603 3.2197 0.3293
H -0.1211 1.7276 1.1778 0.1602
H -1.0591 0.4757 2.7659 0.3524
C -0.9395 -1.5647 -2.2969 0.1115
C -1.9842 -0.6756 -3.1257 -0.3746
O -3.1864 -1.3902 -3.5692 -0.5308
O -1.1667 -2.0178 -0.9219 -0.5713
H 0.0108 -1.0495 -2.1567 0.0428
H -0.9155 -2.4791 -2.8897 0.2926
H -1.4575 -0.1921 -3.9485 0.3427
H -2.2515 0.1667 -2.4877 0.1360
H -3.4789 -0.9977 -4.3950 0.2974
H -1.2297 -1.1502 -0.5158 0.1244



Record 7
31
Properties=species:S:1:pos:R:3:mulliken_charge:R:1 method="wB97M-V/def2-TZVPD" total_charge=+1 lumo_energy_ev="-2.41 / -6.81" spin_multiplicity=5 orbital_gap_ev="5.537 / 5.334"
C -1.3037 1.4401 0.3828 -1.0014
Pt 0.1991 -0.2492 -0.0496 0.2795
N 1.2433 -1.7794 -0.8844 -0.7208
H 0.4782 0.6168 -1.3311 -0.1952
H 2.2357 -1.5039 -0.9377 0.3538
H -1.5097 0.5335 -0.2656 0.2340
H -1.5003 2.1889 -0.4363 0.4286
H -0.3905 1.8129 0.8198 0.2439
H -2.0529 1.2841 1.1776 0.2609
H 1.1755 -2.6232 -0.3543 0.3605
H 0.9287 -1.9575 -1.8383 0.3364
C 2.1208 -0.5177 2.4648 -0.6697
N 1.0471 -0.1899 3.3906 0.0956
C 1.4416 0.5831 4.5868 -1.1903
C -0.2079 -0.6474 3.1720 0.2767
S -0.4477 -1.6723 1.7901 -0.5628
N -1.3145 -0.3641 3.9126 0.2576
C -1.3898 0.2891 5.2213 -0.9794
C -2.6171 -0.7921 3.4051 -1.0798
H 3.0420 -0.1063 2.8873 0.3133
H 1.9572 -0.0376 1.4712 0.1584
H 2.2250 -1.5994 2.3310 0.3541
H 0.8817 1.5309 4.6495 0.4366
H 1.3569 -0.0227 5.5051 0.4060
H 2.4946 0.8400 4.4785 0.3695
H -1.9624 1.2268 5.1411 0.3928
H -1.9271 -0.3622 5.9263 0.4027
H -0.4195 0.5106 5.6625 0.2981
H -2.8563 -0.3092 2.4452 0.3317
H -2.6531 -1.8826 3.2645 0.4277
H -3.3748 -0.5068 4.1407 0.3811



Record 8
35
Properties=species:S:1:pos:R:3:mulliken_charge:R:1 method="wB97M-V/def2-TZVPD" total_charge=+4 lumo_energy_ev="-13.52 / -14.19" spin_multiplicity=2 orbital_gap_ev="4.673 / 7.174"
Sr 2.5836 -3.0174 2.8825 1.2308
Sr 0.2998 -0.0719 0.8060 1.7234
O -0.6401 -4.6953 0.4926 -0.3291
H -1.5483 -4.9611 0.6539 0.4582
H -0.4751 -4.8542 -0.4397 0.4466
H -0.6644 -3.7757 0.7671 0.2690
O -1.8492 -2.2707 3.6758 -0.2973
H -1.2324 -2.6984 4.2743 0.4463
H -1.3427 -1.5392 3.3153 0.2374
H -2.0083 -2.8819 2.9529 0.4138
F 0.3651 -2.5429 1.7886 -0.7186
C 1.2502 -1.7400 -1.8566 -0.6831
O 1.7938 -0.5521 -1.2283 -0.3420
C 1.9885 0.5024 -2.0876 -0.5434
C 2.1952 1.8096 -1.3592 -1.0274
N 1.1346 2.0664 -0.4235 -0.1212
C 0.0811 2.8626 -1.0995 -0.7604
C -1.0011 3.0600 -0.0600 -0.6406
O -1.5468 1.7569 0.2692 -0.2638
C -2.7986 2.0887 0.7372 -0.9184
H 0.3876 -1.5357 -2.4909 0.4263
H 0.9925 -2.3929 -1.0227 0.0436
H 1.9836 -2.3209 -2.4158 0.3805
H 1.2411 0.5390 -2.8801 0.4446
H 2.8624 0.4408 -2.7362 0.4410
H 2.3856 2.6814 -1.9851 0.3871
H 3.0932 1.6690 -0.7575 0.4277
H 1.6780 2.4856 0.3176 0.2478
H -0.1894 2.3343 -2.0138 0.3676
H 0.5429 3.8269 -1.3114 0.4523
H -1.6291 3.8171 -0.5296 0.4307
H -0.5961 3.5937 0.7998 0.3983
H -3.5287 2.3530 -0.0278 0.3303
H -2.7362 2.7196 1.6238 0.4178
H -3.0722 1.2434 1.3686 0.2241